(1)
90
Properties=species:S:1:pos:R:3:forces:R:3:mulliken_charge:R:1 method="wB97M-V/def2-TZVPD" e_tot_ha=-4376.1178 de_lowest_kcal_mol=24.1 charge=-1
Ti -0.8340 1.2495 0.3530 0.332 -0.492 1.529 -0.588
S -2.4917 -0.4819 1.4833 0.156 0.056 0.031 -0.813
P -0.7947 -1.5351 1.1587 -0.171 -0.321 -0.620 1.619
C 0.0875 -0.6303 0.0414 0.057 0.524 -0.085 1.139
P 1.6925 -0.6608 -0.6501 -0.160 -0.322 -0.131 -0.129
S 0.1568 1.6763 2.1598 0.111 0.517 0.090 -0.688
C 1.7794 -2.2932 -1.5320 0.061 -0.016 -0.026 -0.190
C 1.4832 -2.3125 -2.8937 -0.021 -0.011 0.017 -0.359
C 1.4264 -3.5036 -3.6067 -0.007 0.004 0.004 -0.543
C 1.6735 -4.7087 -2.9647 0.006 0.005 -0.003 -0.600
C 1.9822 -4.7085 -1.6108 -0.006 0.010 0.009 -0.624
C 2.0380 -3.5135 -0.9088 0.016 -0.019 -0.001 0.071
C 3.0165 -0.9535 0.6036 -0.002 -0.035 0.010 0.368
C 4.2723 -1.4081 0.1884 -0.003 -0.038 0.013 -0.650
C 5.3148 -1.5554 1.0898 -0.003 0.016 -0.014 -0.577
C 5.1284 -1.2291 2.4292 0.002 0.001 0.007 -0.646
C 3.8981 -0.7451 2.8464 -0.002 0.015 -0.014 -0.664
C 2.8518 -0.6055 1.9410 0.025 0.072 -0.002 0.272
C -0.0617 -2.0035 2.7704 0.040 0.049 -0.010 -0.038
C 0.9091 -3.0014 2.8400 -0.001 -0.003 -0.008 0.181
C 1.5146 -3.3185 4.0444 0.020 0.017 0.013 -0.906
C 1.1632 -2.6272 5.1971 -0.004 0.002 0.001 -0.538
C 0.2005 -1.6302 5.1369 0.010 0.017 -0.016 -0.716
C -0.4135 -1.3207 3.9293 0.034 0.022 -0.004 -0.536
C -1.2187 -3.1804 0.4486 -0.132 -0.011 0.050 0.244
C -1.3839 -3.2350 -0.9341 0.029 -0.021 -0.004 -0.427
C -1.7015 -4.4285 -1.5625 0.008 0.005 0.007 -0.565
C -1.8588 -5.5885 -0.8144 0.005 0.013 -0.007 -0.582
C -1.7203 -5.5400 0.5648 -0.002 0.001 0.007 -0.725
C -1.4100 -4.3401 1.1932 -0.066 -0.002 0.016 -0.134
H 1.2840 -1.3724 -3.3979 0.001 0.008 -0.001 0.225
H 1.1917 -3.4893 -4.6650 -0.004 -0.006 0.001 0.398
H 1.6283 -5.6412 -3.5142 -0.010 0.000 0.000 0.358
H 2.1703 -5.6436 -1.0962 0.002 -0.003 -0.005 0.407
H 2.2964 -3.5271 0.1430 0.008 0.008 0.001 0.212
H 4.4287 -1.6640 -0.8549 -0.001 -0.012 0.003 0.409
H 6.2760 -1.9221 0.7477 -0.003 -0.008 0.004 0.392
H 5.9414 -1.3444 3.1364 -0.002 -0.002 0.002 0.361
H 3.7391 -0.4778 3.8844 0.002 0.005 0.001 0.470
H 1.9052 -0.1949 2.2664 -0.038 -0.052 0.021 -0.162
H 1.1927 -3.5397 1.9444 -0.003 0.009 -0.005 0.233
H 2.2713 -4.0926 4.0805 0.000 -0.001 0.001 0.424
H 1.6423 -2.8642 6.1397 -0.002 -0.005 -0.001 0.362
H -0.0718 -1.0831 6.0311 -0.002 -0.002 0.001 0.407
H -1.1611 -0.5404 3.8672 0.001 0.003 0.006 0.357
H -1.2349 -2.3254 -1.5044 0.005 -0.002 0.003 0.297
H -1.8090 -4.4563 -2.6401 0.004 -0.003 0.000 0.417
H -2.0875 -6.5270 -1.3055 -0.012 0.002 0.001 0.380
H -1.8532 -6.4379 1.1568 -0.002 -0.001 0.000 0.407
H -1.3184 -4.3146 2.2719 0.020 0.008 -0.007 0.456
C -3.1210 4.9075 2.2389 0.004 -0.022 -0.031 -1.194
Si -1.9799 4.3985 0.8258 0.039 -0.033 -0.118 0.449
C -0.2630 4.7620 1.4885 0.002 0.004 -0.042 -1.123
C -2.1340 5.6227 -0.6185 -0.186 -0.029 0.008 -1.171
N -2.2890 2.7822 0.2335 0.017 -0.231 -0.234 0.771
C -3.4668 2.5181 -0.4303 0.108 0.140 -0.367 0.849
C -4.5915 3.3668 -0.5012 -0.070 -0.118 0.115 -0.360
C -5.7481 3.0236 -1.1867 0.005 0.001 -0.016 -1.082
C -5.8510 1.8198 -1.8660 0.003 -0.004 0.007 -0.520
C -4.7494 0.9709 -1.8684 -0.002 -0.011 0.001 -0.965
C -3.6173 1.3420 -1.1905 -0.013 0.002 -0.008 0.002
F -2.5286 0.5127 -1.2903 0.073 0.355 -0.175 0.330
H -2.7711 5.8544 2.6603 -0.002 -0.004 0.013 0.340
H -3.0607 4.1475 3.0221 0.015 0.009 0.009 0.278
H -4.1709 5.0256 1.9700 0.001 -0.011 -0.008 0.356
H -0.1457 5.8516 1.4500 0.011 -0.003 0.030 0.445
H 0.5447 4.2979 0.9251 -0.021 0.035 -0.066 0.065
H -0.1533 4.4231 2.5168 0.002 0.010 0.001 0.257
H -1.5822 6.5379 -0.3903 -0.002 0.001 -0.002 0.372
H -3.1589 5.9059 -0.8641 0.001 -0.021 -0.016 0.362
H -1.6977 5.1768 -1.5171 0.030 0.006 0.012 0.250
H -4.5603 4.3158 0.0133 -0.010 -0.013 0.021 0.154
H -6.5809 3.7172 -1.1863 -0.004 -0.006 0.008 0.382
H -6.7579 1.5431 -2.3866 0.000 0.009 -0.004 0.365
H -4.7516 0.0236 -2.3921 0.002 0.004 -0.005 0.438
C 0.4755 1.5924 -3.7383 0.060 -0.083 -0.018 -1.010
N 1.5886 2.1318 -2.9693 -0.384 0.572 -0.101 0.456
C 2.5692 2.9088 -3.7089 0.143 -0.193 0.012 -1.069
C 1.3794 2.3662 -1.6631 0.483 -0.367 0.220 0.841
C 2.4838 2.8958 -0.7998 -0.028 0.040 -0.037 -1.608
O 0.2802 2.1141 -1.1583 -0.592 -0.063 -0.093 -0.166
H 0.8796 1.0158 -4.5703 -0.002 0.020 -0.018 0.401
H -0.1661 2.3887 -4.1274 -0.017 -0.008 0.015 0.342
H -0.1171 0.9408 -3.1014 0.021 -0.002 -0.014 0.140
H 2.6608 2.4864 -4.7075 0.016 -0.016 0.008 0.332
H 3.5459 2.8612 -3.2333 -0.003 0.016 0.010 0.326
H 2.2694 3.9567 -3.8038 -0.008 -0.005 -0.016 0.324
H 3.4656 2.5777 -1.1404 0.001 -0.024 0.013 0.557
H 2.2959 2.5192 0.2066 0.006 0.038 0.015 0.222
H 2.4434 3.9878 -0.7738 0.007 0.006 -0.015 0.393

=====

(2)
49
Properties=species:S:1:pos:R:3:forces:R:3:nbo_charge:R:1 method="wB97M-V/def2-TZVPD" e_tot_ha=-1034.4229 smiles="C=CC[C@H](N)CNC.O.O.O.O.O.O.O.O.O" de_lowest_kcal_mol=45.9
N -0.4048 0.7311 2.4728 -0.679 0.329 0.344 -0.886
C -0.3193 1.4136 1.1661 1.202 0.537 0.995 -0.028
C 0.2100 2.8762 1.2950 -1.744 0.419 -0.027 -0.467
C 0.6619 3.4087 -0.0369 0.448 0.363 0.903 -0.157
C -0.1696 3.8514 -0.9707 0.679 -0.346 0.346 -0.392
C 0.5253 0.5438 0.2410 -0.258 -0.862 0.020 -0.230
N 0.0421 0.4833 -1.1411 -0.150 0.049 0.355 -0.641
C 0.4786 -0.7345 -1.7967 0.692 -0.949 -0.977 -0.467
H 0.3161 0.0762 2.7483 0.504 0.330 -0.428 0.405
H -0.5527 1.3765 3.2358 -0.024 0.048 -0.013 0.369
H -1.3482 1.4829 0.8148 -0.012 -0.039 -0.484 0.179
H 0.8707 3.0642 2.1445 0.659 -0.611 -0.437 0.220
H -0.6301 3.5280 1.5904 -0.176 -0.355 -0.056 0.202
H 1.7495 3.4453 -0.0903 -0.172 0.135 -0.746 0.201
H 0.2202 4.2357 -1.8929 -0.069 0.108 -0.380 0.201
H -1.2400 3.7714 -0.8375 -0.069 0.158 0.002 0.176
H 1.5881 0.7819 0.2000 0.034 0.457 0.314 0.194
H 0.4947 -0.4351 0.7508 -0.030 -0.117 -0.524 0.173
H -0.9676 0.5394 -1.0974 0.070 0.019 -0.244 0.361
H 0.7967 -0.6797 -2.8521 0.317 1.116 0.120 0.182
H -0.3131 -1.4697 -1.9900 -0.176 -0.308 1.111 0.184
H 1.3805 -1.1482 -1.2847 -1.269 0.282 -0.614 0.233
H -0.1084 -3.0526 -0.1040 -0.183 -0.157 0.162 0.489
H 0.4827 -4.0243 0.9538 -0.448 0.209 -0.016 0.512
O 0.6193 -3.6652 0.0608 0.360 0.056 -0.285 -0.969
H -0.8565 1.5430 -4.1419 0.507 -0.062 0.044 0.489
H -1.4665 0.2496 -3.5263 0.291 0.111 -0.081 0.488
O -1.6668 1.1345 -3.8495 -0.795 -0.016 -0.135 -0.963
H -2.4184 -0.9664 0.9427 -0.278 -0.957 -0.291 0.484
H -1.6159 -0.5309 2.0676 0.536 -0.158 0.848 0.491
O -2.0179 -1.3611 1.7365 -0.399 0.636 -0.690 -1.024
H 3.3021 -2.1650 0.5172 -0.389 -0.191 -0.328 0.474
H 1.8073 -2.4414 0.0753 0.252 -0.397 0.293 0.514
O 2.5252 -1.7676 0.0920 0.910 -0.020 0.820 -1.015
H -0.4922 -3.0121 2.8576 0.219 0.125 0.323 0.478
H -1.4932 -3.4994 1.9268 -0.250 -0.091 -0.012 0.495
O -0.7789 -3.8463 2.4778 0.030 -0.002 -0.131 -0.959
H 3.6742 -1.8431 -1.7461 -0.383 0.135 0.479 0.484
H 4.2584 -0.4670 -1.2761 -0.372 -0.518 -0.148 0.471
O 4.2958 -1.1510 -1.9580 0.919 0.520 -0.559 -0.956
H -3.9410 -1.4504 -1.1799 -0.232 0.381 -0.155 0.481
H -2.9616 -0.1884 -1.3302 -0.865 -0.332 0.076 0.501
O -3.0412 -1.1355 -1.1065 0.976 -0.303 0.237 -1.000
H 2.6787 -1.4256 3.6628 0.076 -0.113 0.087 0.474
H 2.6544 -0.9605 2.1919 -0.356 0.095 0.334 0.489
O 2.3345 -0.7402 3.0874 0.087 0.007 -0.502 -0.962
H -2.8188 1.8398 -2.4336 0.388 -0.874 0.024 0.515
H -3.3161 2.3021 -1.1220 -0.139 -0.415 0.570 0.485
O -3.0280 1.4829 -1.5455 -0.241 1.571 -0.542 -0.977

=====

(3)
61
Properties=species:S:1:pos:R:3:forces:R:3:mulliken_spin:R:1 method="wB97M-V/def2-TZVPD" e_tot_ha=-2373.2664 multiplicity=6 charge=+3
Ir 2.0515 0.3293 -3.6853 0.278 -0.298 -0.387 3.068
C -3.9237 2.2073 1.1756 -0.041 -0.074 -0.013 0.031
C -2.5599 2.8507 0.9856 0.076 0.061 0.001 -0.029
N -1.6103 1.9261 0.3049 0.061 -0.046 -0.236 0.263
C -1.5054 2.0347 -1.0204 -0.201 0.207 0.237 -0.012
C -0.6646 1.2603 -1.8000 -0.048 0.182 -0.177 0.084
C -0.7615 1.4939 -3.2882 0.247 -0.058 -0.365 0.040
O -1.6851 2.1606 -3.6808 -0.075 -0.044 0.078 0.140
O 0.1320 0.9397 -4.0665 -0.238 0.088 0.340 0.131
C 0.1586 0.2658 -1.1545 0.413 -0.384 0.441 0.101
O 0.9890 -0.4387 -1.7582 -0.270 0.225 0.116 0.285
C -0.0161 0.1172 0.2880 -0.111 0.115 -0.041 0.042
C 0.7190 -0.8334 0.9874 -0.090 0.112 -0.166 0.019
C 0.5880 -0.9499 2.3443 -0.281 0.327 0.255 0.080
F 1.3398 -1.8587 2.9554 0.080 -0.089 0.006 0.010
C -0.2823 -0.1260 3.1187 0.062 0.037 -0.297 -0.053
C -1.0287 0.8194 2.3874 0.126 -0.240 0.276 0.064
C -0.8922 0.9576 1.0085 0.234 -0.271 -0.269 0.028
N -0.3834 -0.2409 4.4841 -0.231 -0.068 0.300 -0.020
C 0.2547 -1.3321 5.2559 0.021 0.148 -0.165 0.001
C -0.1404 -1.2725 6.7239 -0.058 -0.020 -0.015 0.000
N -1.6217 -1.0477 6.8461 0.032 0.047 -0.018 0.000
C -2.0441 0.2794 6.2328 0.018 -0.006 0.033 -0.001
C -0.9392 0.8143 5.3295 0.193 -0.113 -0.096 0.003
H -4.5830 2.9179 1.6725 0.023 0.007 -0.007 -0.002
H -3.8705 1.3010 1.7800 0.005 0.024 -0.006 0.000
H -4.3713 1.9529 0.2150 0.005 0.007 0.008 -0.002
H -2.1001 3.1691 1.9181 0.002 -0.031 0.004 0.000
H -2.6235 3.7331 0.3537 -0.030 -0.004 -0.026 0.006
H -2.1200 2.7802 -1.5110 0.012 -0.004 0.011 0.012
H 1.4188 -1.4734 0.4662 -0.002 -0.008 0.021 0.004
H -1.7466 1.4364 2.8994 0.025 0.011 0.014 0.020
H 1.3419 -1.2731 5.2126 0.019 -0.033 0.048 0.000
H -0.0437 -2.2914 4.8346 -0.004 -0.028 0.032 0.000
H 0.3472 -0.4697 7.2714 0.007 0.011 -0.008 0.000
H 0.1059 -2.2140 7.2099 0.002 -0.004 0.008 0.000
H -1.8995 -1.0816 7.8292 0.004 0.006 0.009 0.000
H -2.1183 -1.8157 6.3913 0.005 -0.007 -0.027 0.000
H -2.2392 0.9748 7.0463 -0.018 0.001 0.010 0.000
H -2.9702 0.1008 5.6920 0.002 -0.009 -0.015 0.000
H -0.1334 1.2564 5.9200 -0.041 0.041 0.045 -0.001
H -1.3516 1.6261 4.7426 -0.012 0.015 0.007 -0.001
C 0.8659 -2.9012 -7.9212 0.030 0.012 0.038 0.000
C 1.7814 -2.9901 -6.7605 -0.008 0.032 -0.098 0.002
N 2.4760 -4.0204 -6.4028 0.090 0.060 0.170 0.007
N 3.1705 -3.6202 -5.2950 0.019 -0.112 -0.103 0.026
C 2.9297 -2.3709 -4.9472 0.032 0.169 -0.167 0.018
S 3.6059 -1.4576 -3.6514 -0.300 -0.362 0.093 0.293
N 2.0387 -1.9453 -5.8784 0.023 -0.005 0.156 -0.004
N 1.5259 -0.6520 -5.8547 0.167 0.184 -0.109 0.121
H 0.8165 -3.8778 -8.3958 0.007 0.002 -0.003 0.000
H 1.2355 -2.1773 -8.6494 -0.012 -0.001 0.000 0.001
H -0.1401 -2.6111 -7.6141 0.005 -0.002 0.002 0.001
H 3.8130 -4.2620 -4.8527 0.013 -0.036 0.017 0.002
H 0.5129 -0.6484 -5.9512 -0.034 -0.021 0.060 -0.011
H 1.9415 -0.0936 -6.5997 -0.038 -0.001 -0.062 -0.009
F 4.4155 3.1991 -1.7252 -0.088 -0.046 -0.075 0.003
B 3.2173 2.7352 -1.9420 0.000 0.006 -0.004 0.011
F 3.5221 1.6510 -3.7094 -0.112 0.181 -0.005 0.213
F 2.8210 1.5908 -1.3131 -0.013 0.126 0.034 0.013
F 2.2336 3.4652 -2.4547 0.019 -0.019 0.091 0.002

=====

(4)
75
Properties=species:S:1:pos:R:3:forces:R:3:mulliken_charge:R:1 method="wB97M-V/def2-TZVPD" e_tot_ha=-10117.3699 de_lowest_kcal_mol=16.8 charge=+2
Hf 0.2950 -0.3285 0.3910 -0.558 -0.388 1.158 2.589
Cl 5.4221 1.1433 -4.0240 0.021 0.004 -0.025 -0.171
C 4.4976 0.4991 -2.7236 -0.002 -0.002 0.095 -0.058
C 4.9351 0.6634 -1.4069 0.014 0.018 -0.133 -0.713
C 4.1799 0.1906 -0.3558 -0.094 -0.025 0.196 -0.233
C 2.9477 -0.4256 -0.5721 0.486 -0.157 -0.385 0.463
O 2.1871 -0.7980 0.4738 1.094 -0.290 0.122 -0.844
C 2.5418 -0.6552 -1.9113 0.060 0.054 0.172 -0.024
C 1.3547 -1.4128 -2.2280 0.049 -0.226 0.102 0.448
N 0.4468 -1.6398 -1.3459 0.140 -0.245 -0.621 0.342
C -0.7130 -2.4076 -1.5424 -0.185 -0.286 -0.086 -0.400
C -1.3000 -2.7259 -2.7392 0.121 0.133 -0.002 -0.476
C -2.4637 -3.5170 -2.7688 -0.070 -0.055 0.001 -1.270
C -3.0021 -4.0164 -1.6158 -0.005 0.012 -0.010 -0.828
C -2.4009 -3.7300 -0.3682 0.121 0.049 0.005 0.913
C -2.8274 -4.2967 0.8514 0.007 0.025 0.065 -0.844
C -2.1241 -4.0310 1.9939 -0.065 -0.078 -0.012 -1.185
C -1.0584 -3.1225 1.9460 0.030 0.089 -0.019 0.079
N -0.6600 -2.5163 0.8433 -0.237 0.027 -0.181 -0.123
C -1.2788 -2.8779 -0.3271 0.037 -0.231 -0.212 1.152
C 3.3374 -0.1924 -2.9713 -0.097 -0.051 -0.031 -1.105
H 5.8781 1.1617 -1.2241 -0.006 0.002 0.021 0.518
H 4.5296 0.3028 0.6626 -0.007 0.014 -0.004 0.541
H 1.2724 -1.8212 -3.2341 -0.026 -0.040 0.013 0.545
H -0.8805 -2.3642 -3.6692 -0.006 0.028 0.008 0.454
H -2.9196 -3.7471 -3.7219 0.007 0.008 -0.003 0.463
H -3.8789 -4.6500 -1.6445 0.004 -0.006 0.002 0.488
H -3.6869 -4.9553 0.8668 0.012 -0.018 -0.012 0.504
H -2.3869 -4.4918 2.9353 0.011 0.009 0.006 0.478
H -0.5251 -2.8861 2.8578 -0.025 0.031 0.002 0.565
H 3.0170 -0.3721 -3.9905 0.025 0.024 -0.009 0.512
C 2.3434 1.9327 2.7687 0.040 -0.030 -0.042 -1.265
C 2.2817 2.3881 1.3453 -0.133 -0.020 0.047 1.022
C 3.1630 3.3970 0.9127 0.021 0.053 -0.021 -1.222
C 3.1609 3.8219 -0.3846 -0.017 -0.003 0.033 -1.141
C 2.2479 3.2548 -1.2952 0.036 -0.103 0.147 0.785
C 2.1651 3.5761 -2.6737 -0.001 0.063 -0.146 0.141
Br 3.3283 4.8609 -3.4166 -0.036 -0.065 0.039 -0.144
C 1.2590 2.9526 -3.4853 0.160 0.127 0.019 -0.251
C 0.3862 1.9947 -2.9471 -0.186 -0.282 0.193 -0.056
Br -0.8212 1.0673 -4.0593 0.036 0.074 -0.030 -0.102
C 0.4139 1.6663 -1.6145 -0.095 0.392 -0.441 -0.529
O -0.4073 0.7759 -1.0539 -0.301 0.762 -0.554 -0.185
C 1.3741 2.2794 -0.7772 -0.058 0.158 -0.133 0.209
N 1.4020 1.8303 0.5220 -0.033 0.222 -0.144 -0.188
H 2.8591 2.6654 3.3846 -0.010 0.005 0.003 0.603
H 2.9016 0.9955 2.8318 -0.012 0.002 0.016 0.184
H 1.3448 1.7774 3.1701 -0.002 0.014 0.035 0.143
H 3.8465 3.8299 1.6297 -0.004 -0.004 0.006 0.477
H 3.8449 4.5902 -0.7189 0.012 -0.005 0.003 0.447
H 1.2157 3.1962 -4.5376 -0.036 -0.032 -0.004 0.508
Br -6.2385 2.4325 -2.6306 0.010 -0.016 0.023 -0.127
C -4.9340 1.7216 -1.4801 0.021 -0.005 0.017 -0.031
C -4.5587 2.4234 -0.3440 -0.040 0.015 -0.072 -0.798
C -3.5846 1.9017 0.4888 0.158 -0.085 0.130 -0.361
C -2.9812 0.6830 0.1893 -0.325 0.136 -0.227 -0.490
C -3.3549 -0.0039 -0.9601 0.127 -0.123 0.138 0.429
C -4.3386 0.5035 -1.7846 -0.057 0.044 -0.046 -0.725
N -1.9633 0.1515 1.0375 -0.085 0.155 0.601 0.036
C -2.1618 0.1904 2.2996 -0.133 0.013 -0.191 -0.734
C -1.1117 -0.2381 3.2266 0.147 0.005 0.197 0.450
C -1.3730 -0.4220 4.5729 -0.066 0.028 -0.081 -0.666
C -0.3604 -0.8990 5.3955 0.078 0.000 -0.033 -0.801
C 0.8739 -1.1903 4.8364 -0.107 0.018 0.112 -0.916
C 1.0628 -0.9670 3.4824 0.114 0.004 -0.111 -0.454
N 0.1023 -0.4801 2.6914 -0.111 -0.020 0.381 0.605
H -5.0136 3.3777 -0.1190 -0.001 -0.001 -0.002 0.453
H -3.2642 2.4706 1.3537 0.002 0.008 -0.008 0.583
H -2.8876 -0.9491 -1.2040 -0.003 0.028 -0.022 -0.018
H -4.6421 -0.0384 -2.6695 0.009 0.003 -0.004 0.513
H -3.1134 0.5112 2.7196 -0.008 0.028 -0.016 0.706
H -2.3590 -0.2083 4.9634 0.010 0.022 0.009 0.565
H -0.5373 -1.0448 6.4527 0.002 -0.020 -0.001 0.474
H 1.6824 -1.5775 5.4398 0.023 -0.006 -0.034 0.532
H 2.0111 -1.1805 3.0041 -0.003 0.005 -0.009 0.560